No. 1
A structure of composition C7H18ClI2O5P2Sc at a distorted geometry, computed with ωB97M-V/def2-TZVPD.

Geometry as XYZ:
```
36
Properties=species:S:1:pos:R:3:mulliken_charge:R:1
I 1.210 -0.888 -5.094 0.151
I 3.026 -1.045 -2.891 -0.049
Sc 1.129 -0.227 0.400 0.486
P 0.624 2.417 -0.202 0.686
C 1.355 3.123 -1.715 -1.035
C -0.981 3.301 -0.111 -1.054
H -0.867 4.406 0.019 0.427
H 1.677 4.208 1.082 0.419
H -1.562 2.953 0.757 0.272
H 1.187 2.841 2.128 0.279
H 0.716 2.811 -2.552 0.380
H -1.611 2.991 -0.979 0.338
C 1.632 3.108 1.154 -1.093
H 1.493 4.226 -1.654 0.407
H 2.646 2.658 1.099 0.379
H 2.266 2.551 -1.942 0.337
P -0.520 -2.426 0.376 0.683
C -0.253 -3.698 -0.901 -1.037
C 0.150 -3.161 1.906 -1.092
H -2.663 -1.706 1.310 0.272
H -2.718 -3.443 0.954 0.427
H -2.812 -2.107 -0.374 0.337
C -2.343 -2.461 0.574 -1.047
H -0.084 -2.515 2.770 0.280
H -0.299 -4.154 2.080 0.420
H -0.611 -4.703 -0.582 0.408
H 0.804 -3.649 -1.199 0.338
H 1.254 -3.232 1.804 0.382
H -0.732 -3.329 -1.819 0.380
C 0.187 -0.208 -1.364 0.348
O -0.362 -0.215 -2.480 -0.199
O -2.529 0.847 2.171 -0.459
Cl -1.231 0.606 2.799 1.540
O -0.597 1.807 3.343 -0.524
O -1.144 -0.553 3.624 -0.501
O -0.265 0.238 1.475 -0.285
```

- Total charge: +2
- HOMO: -15.6 eV
- Energy relative to the best compared isomer or geometry (same formula, charge and spin): 21.46 kcal/mol
- Spin multiplicity: 1
- HOMO-LUMO gap: 7.0 eV

No. 2
A structure of composition C7H18F3N6O5Ti at a distorted geometry, computed with ωB97M-V/def2-TZVPD.

Geometry as XYZ:
```
40
Properties=species:S:1:pos:R:3:mulliken_charge:R:1
Ti 12.244 -0.433 -21.303 0.237
C 13.757 -1.394 -19.082 0.434
O 14.261 -1.296 -20.451 -0.108
O 12.405 -1.495 -19.181 -0.916
C 14.472 -2.467 -18.222 0.698
F 14.239 -3.722 -18.658 -0.272
F 15.744 -2.251 -18.240 -0.269
F 14.026 -2.495 -16.958 -0.291
C 14.710 -2.562 -21.121 -0.241
C 14.649 -2.336 -22.605 -1.232
H 13.694 -1.960 -22.974 0.195
H 15.531 -1.714 -22.759 0.303
H 14.927 -3.232 -23.159 0.434
H 14.021 -3.405 -21.060 0.279
H 15.720 -2.858 -20.838 0.297
H 13.847 -0.515 -18.443 0.219
C 14.710 1.939 -21.025 0.590
O 13.740 1.240 -20.969 -0.393
N 14.910 2.696 -22.053 -0.429
N 15.711 1.849 -20.208 -0.378
H 14.266 2.931 -22.794 0.200
H 15.706 3.311 -21.963 0.108
H 16.490 2.450 -20.436 0.152
H 15.622 1.062 -19.581 0.248
C 10.040 -1.603 -23.457 0.796
O 11.070 -1.754 -22.805 -0.578
N 9.940 -1.915 -24.678 -0.437
N 8.922 -0.990 -23.095 -0.430
H 9.176 -1.635 -25.277 0.146
H 10.635 -2.539 -25.064 0.242
H 8.074 -1.035 -23.643 0.180
H 8.918 -0.489 -22.219 0.182
C 9.745 2.105 -21.259 0.561
O 10.458 1.143 -21.130 -0.479
N 10.005 3.173 -21.970 -0.381
N 8.618 2.289 -20.655 -0.446
H 9.182 3.759 -22.001 0.146
H 10.926 3.281 -22.369 0.222
H 7.935 3.018 -20.805 0.159
H 8.309 1.495 -20.112 0.249
```

- <S²>: 3.75
- HOMO (spin up / spin down): -3.0 / -6.7 eV
- Spin multiplicity: 4
- HOMO-LUMO gap (spin up / spin down): 3.1 / 6.8 eV

No. 3
The molecule C7H18N2 at a distorted geometry, computed with ωB97M-V/def2-TZVPD.

Geometry as XYZ:
```
27
Properties=species:S:1:pos:R:3:mulliken_charge:R:1
C 1.117 0.613 2.413 -1.090
C 1.480 -0.323 1.270 -1.069
C 0.310 -0.703 0.235 0.365
C -0.697 -1.639 0.928 -1.626
C -0.301 0.537 -0.462 0.789
C 0.759 1.456 -1.090 -1.824
N -1.131 1.296 0.431 -0.603
N -1.320 0.136 -1.530 -0.392
C -1.028 -1.027 -2.351 -0.896
H 0.211 0.294 2.936 0.253
H 1.926 0.636 3.151 0.406
H 0.978 1.640 2.064 0.252
H 2.329 0.094 0.718 0.402
H 1.839 -1.269 1.695 0.442
H 0.839 -1.290 -0.525 0.472
H -1.733 -1.438 0.647 0.388
H -0.637 -1.585 2.019 0.434
H -0.483 -2.676 0.647 0.303
H 1.380 1.943 -0.331 0.433
H 0.298 2.260 -1.678 0.525
H 1.421 0.897 -1.758 0.309
H -1.121 2.282 0.202 0.260
H -2.082 0.963 0.276 0.320
H -1.437 0.937 -2.149 0.267
H -1.183 -1.958 -1.798 0.233
H -1.722 -1.064 -3.199 0.362
H -0.012 -1.013 -2.762 0.285
```

- Structure (SMILES): CC[C@@H](C)[C@](C)(N)NC
- HOMO: -8.6 eV
- Energy relative to the best compared isomer or geometry (same formula, charge and spin): 15.78 kcal/mol
- Spin multiplicity: 1
- HOMO-LUMO gap: 9.6 eV

No. 4
A cluster of 2 separate species, C7H18N3 in total at a distorted geometry, computed with ωB97M-V/def2-TZVPD.

Geometry as XYZ:
```
28
Properties=species:S:1:pos:R:3:mulliken_charge:R:1
C -2.701 0.348 0.609 -0.136
C -1.891 0.164 -0.481 0.009
C 0.202 -1.745 -0.143 0.110
C -2.304 1.116 1.806 -1.025
C -2.282 -0.369 -1.878 -1.115
C 1.222 -2.809 -0.220 -1.035
C 2.929 1.797 -0.170 -0.659
N -0.452 0.480 -0.252 -0.187
N 0.514 -0.473 -0.065 0.246
N 2.751 0.859 0.902 -0.602
H -3.695 -0.023 0.634 0.444
H -0.856 -2.081 -0.071 0.541
H -3.208 1.771 2.145 0.318
H -1.303 1.749 1.675 0.240
H -1.958 0.541 2.659 0.290
H -2.390 0.559 -2.594 0.291
H -3.322 -0.799 -1.888 0.379
H -1.690 -1.146 -2.459 0.288
H 1.395 -3.311 0.794 0.285
H 2.070 -2.317 -0.798 0.298
H 0.715 -3.571 -0.851 0.338
H 3.818 1.608 -0.794 0.316
H 2.095 1.724 -0.767 0.116
H 2.937 2.880 0.095 0.322
H 0.019 1.098 -0.852 0.250
H 1.474 -0.036 0.074 0.267
H 2.276 1.285 1.592 0.166
H 3.639 0.699 1.298 0.245
```

- Total charge: +1
- HOMO: -12.9 eV
- Energy relative to the best compared isomer or geometry (same formula, charge and spin): 108.68 kcal/mol
- Spin multiplicity: 1
- HOMO-LUMO gap: 9.4 eV

No. 5
A structure of composition C7H18N3O2P at a distorted geometry, computed with ωB97M-V/def2-TZVPD.

Geometry as XYZ:
```
31
Properties=species:S:1:pos:R:3:mulliken_charge:R:1
C 0.471 0.709 -1.135 -1.155
C 0.805 -0.784 0.965 -1.098
C 1.645 -0.143 -1.826 -0.699
C 1.579 -1.759 -0.038 -0.899
C -1.434 -0.654 -0.452 -1.016
C -3.336 0.928 -0.870 0.102
C -0.189 0.184 0.146 1.392
N -0.759 1.329 0.810 -0.149
N 2.448 -0.860 -0.871 -0.007
N -2.374 0.193 -1.329 -0.002
O -0.921 -1.676 -1.266 -0.552
O -3.506 1.190 0.338 -0.455
P -2.214 1.142 1.725 -0.030
H 0.981 1.761 -1.017 0.438
H -0.190 0.919 -1.905 0.256
H 0.126 -1.466 1.679 0.328
H 1.369 -0.129 1.543 0.430
H 1.093 -0.866 -2.588 0.296
H 2.307 0.607 -2.491 0.410
H 2.114 -2.372 0.602 0.466
H 0.999 -2.217 -0.718 0.488
H -1.910 -0.976 0.442 0.742
H -3.994 1.302 -1.535 0.530
H 3.120 -1.504 -1.233 0.354
H 3.021 -0.172 -0.421 0.360
H -0.141 2.029 1.218 0.424
H -2.166 -0.098 -2.267 0.286
H -1.608 -2.294 -1.623 0.392
H -1.642 1.367 4.114 0.211
H -2.530 2.590 1.897 0.213
H -1.475 2.005 3.640 -0.058
```

- Total charge: +2
- HOMO: -16.4 eV
- Energy relative to the best compared isomer or geometry (same formula, charge and spin): 25.85 kcal/mol
- Spin multiplicity: 1
- HOMO-LUMO gap: 10.1 eV

No. 6
A cluster of 2 separate species, C7H18N3O4 in total at a distorted geometry, computed with ωB97M-V/def2-TZVPD.

Geometry as XYZ:
```
32
Properties=species:S:1:pos:R:3:mulliken_charge:R:1
N -0.445 1.446 1.649 -0.542
N -0.052 1.900 0.359 0.014
C -0.062 0.809 -0.680 -0.599
C 1.262 -0.098 -0.735 -0.515
C 1.738 -0.690 0.673 -0.409
O 0.705 -1.398 1.398 -0.587
C 1.218 2.716 0.399 -0.448
C 1.699 3.215 -1.052 0.408
O 0.923 3.792 -1.863 -0.472
O 3.058 2.939 -1.444 -0.443
H -1.433 1.143 1.630 0.269
H -0.296 2.202 2.333 0.305
H -0.802 2.577 0.079 0.424
H -1.035 0.213 -0.528 0.405
H -0.172 1.306 -1.722 0.332
H 2.112 0.461 -1.289 0.288
H 1.012 -0.996 -1.425 0.405
H 2.577 -1.460 0.444 0.381
H 2.230 0.083 1.377 0.255
H 1.142 -1.893 2.139 0.284
H 0.948 3.678 0.988 0.470
H 2.073 2.211 0.963 0.305
H 3.632 3.201 -0.674 0.365
O -2.712 -1.819 0.972 -0.639
C -2.418 -2.639 0.113 0.723
N -1.122 -2.985 -0.108 -0.293
C -3.441 -3.320 -0.754 -0.960
H -0.832 -3.652 -0.803 0.172
H -0.416 -2.538 0.467 0.251
H -3.988 -2.564 -1.320 0.250
H -4.134 -3.875 -0.119 0.276
H -2.978 -4.016 -1.457 0.326
```

- Total charge: +1
- HOMO: -12.2 eV
- Energy relative to the best compared isomer or geometry (same formula, charge and spin): 0.00 kcal/mol
- Spin multiplicity: 1
- HOMO-LUMO gap: 8.7 eV

No. 7
A structure of composition C7H18N6O11Zn2 at a distorted geometry, computed with ωB97M-V/def2-TZVPD.

Geometry as XYZ:
```
44
Properties=species:S:1:pos:R:3:mulliken_charge:R:1
Zn 1.763 -1.035 -0.975 1.260
Zn 0.001 1.226 -2.085 0.767
C 1.410 -0.502 -3.516 1.213
O 1.196 0.772 -3.704 -0.733
O 2.465 -0.668 -2.842 -0.650
O 0.491 -0.773 -2.661 -0.891
C 0.229 0.500 0.457 1.183
O 0.354 -0.781 0.505 -0.794
O -0.762 1.026 -0.189 -0.662
O 1.174 0.852 -0.338 -0.860
C 4.429 0.427 -0.189 0.733
O 3.620 -0.520 -0.135 -0.606
N 5.733 0.109 -0.197 -0.465
N 4.181 1.710 -0.422 -0.341
H 6.448 0.809 -0.116 0.156
H 5.853 -0.883 -0.321 0.229
H 4.907 2.340 -0.129 0.190
H 3.219 1.956 -0.603 0.192
C 1.571 -3.907 0.350 0.695
O 2.038 -3.039 -0.406 -0.615
N 1.720 -5.232 0.164 -0.445
N 1.086 -3.611 1.554 -0.353
H 2.328 -5.427 -0.617 0.264
H 1.464 -5.905 0.862 0.161
H 0.748 -2.657 1.603 0.309
H 0.795 -4.384 2.124 0.191
C -3.425 -1.439 0.973 0.519
O -4.390 -2.027 1.520 -0.726
N -3.414 -0.974 -0.286 -0.431
N -2.226 -1.375 1.516 -0.242
H -4.236 -0.551 -0.689 0.271
H -2.589 -0.432 -0.494 0.183
H -2.173 -1.761 2.444 0.187
H -1.510 -1.071 0.870 0.149
C -3.242 3.194 0.065 0.075
C -4.202 4.272 0.600 -0.583
O -4.247 4.566 1.994 -0.520
O -2.050 3.245 0.866 -0.533
H -2.993 3.350 -0.988 0.236
H -3.730 2.217 0.114 0.094
H -5.224 3.960 0.392 0.301
H -3.867 5.175 0.084 0.273
H -3.373 4.763 2.344 0.303
H -1.570 2.484 0.498 0.315
```

- HOMO: -8.7 eV
- Energy relative to the best compared isomer or geometry (same formula, charge and spin): 0.00 kcal/mol
- Spin multiplicity: 1
- HOMO-LUMO gap: 6.7 eV